#w
Here is a cluster of 10 separate species, C54H138N10O17 in total from the Open Molecules 2025 dataset. Energies are from wB97M-V/def2-TZVPD.

Values from the calculation:
- SMILES = COC[C@H](C)N.COC[C@H](C)N.COC[C@H](C)N.COCCNCCOC.COCCNCCOC.COCCNCCOC.COCCNCCOC.COCCNCCOC.COCCNCCOC.COCCNCCOC
- LUMO level (eV) = 0.54
- HOMO-LUMO gap (eV) = 8.68

```
! wB97M-V def2-TZVPD RIJCOSX def2/J DEFGRID3
* xyz 0 1
C -5.27154 -1.86718 -7.78984
O -4.75398 -1.34284 -6.53598
C -3.54439 -2.02462 -6.15277
C -2.83952 -1.18563 -5.03268
C -2.44816 0.27535 -5.29546
N -1.67045 -1.91795 -4.65176
H -6.06821 -1.22387 -8.16343
H -5.74573 -2.84723 -7.73748
H -4.47340 -1.91230 -8.53082
H -3.80566 -2.99964 -5.74145
H -2.86651 -2.11272 -7.00178
H -3.47100 -1.19587 -4.14429
H -1.93761 0.51511 -6.22817
H -1.92225 0.69667 -4.43872
H -3.36215 0.86568 -5.36072
H -1.84078 -2.82838 -4.24903
H -1.31952 -1.48810 -3.80785
C -5.61757 2.46935 -1.62008
O -5.54103 3.89583 -1.59611
C -4.67420 4.29589 -0.57345
C -4.79857 5.80329 -0.25280
C -4.50001 6.74251 -1.42886
N -3.94002 6.22601 0.79432
H -4.64490 1.99476 -1.74972
H -6.33494 2.13478 -2.36944
H -5.90042 2.12480 -0.62542
H -4.88914 3.80407 0.37525
H -3.63309 4.10031 -0.83024
H -5.81247 6.00769 0.09116
H -4.48693 7.77657 -1.08440
H -5.32886 6.61143 -2.12450
H -3.55661 6.61784 -1.96042
H -2.97595 6.03149 0.56444
H -4.17555 5.63543 1.57907
C 1.95972 -0.73765 1.31510
O 1.30934 -0.50264 0.08459
C 0.11204 0.23434 0.15265
C -0.35829 0.55709 -1.26589
C -1.52082 1.54761 -1.21523
N -0.86228 -0.68664 -1.86118
H 2.35041 0.06190 1.94454
H 2.81030 -1.37132 1.06398
H 1.29943 -1.35097 1.92826
H -0.58889 -0.40781 0.68599
H 0.24569 1.08201 0.82473
H 0.43264 0.87698 -1.94427
H -2.27058 1.21029 -0.49955
H -1.95380 1.64185 -2.21109
H -1.16978 2.53902 -0.92894
H -1.80452 -0.83358 -1.52849
H -0.32485 -1.41267 -1.40934
C 4.81112 1.56530 0.09762
O 5.18802 0.44445 0.90100
C 6.30853 -0.22894 0.42439
C 5.95826 -1.09414 -0.80524
N 4.85303 -2.01758 -0.59375
C 4.12748 -2.44772 -1.81598
C 3.28966 -1.40467 -2.46366
O 3.96163 -0.84371 -3.62579
C 3.43617 0.34938 -4.13416
H 4.69187 1.29283 -0.95102
H 5.50975 2.39872 0.17133
H 3.80002 1.76549 0.45216
H 6.81856 -0.85073 1.16015
H 7.07374 0.49388 0.14142
H 6.84248 -1.66844 -1.08172
H 5.86285 -0.48771 -1.70593
H 4.16826 -1.67347 0.06410
H 3.45199 -3.25524 -1.53361
H 4.84604 -2.83152 -2.54017
H 2.99987 -0.59515 -1.79374
H 2.30282 -1.79869 -2.70655
H 3.93892 0.51454 -5.08707
H 3.63792 1.24272 -3.54312
H 2.35304 0.35925 -4.25595
C -4.82304 -6.16882 -3.31441
O -4.14152 -5.89637 -2.11856
C -4.19646 -7.00169 -1.23239
C -3.56930 -6.62223 0.12481
N -2.12406 -6.49132 0.05152
C -1.56109 -6.33583 1.36789
C -0.06866 -5.93240 1.28141
O 0.02183 -4.67764 0.61469
C 1.34977 -4.20694 0.39031
H -4.24369 -6.64746 -4.10394
H -5.15694 -5.26514 -3.82429
H -5.62354 -6.88967 -3.14805
H -3.80998 -7.92121 -1.67194
H -5.22259 -7.26196 -0.97276
H -3.85953 -7.42011 0.80835
H -4.05461 -5.69820 0.43906
H -1.86789 -5.69031 -0.50783
H -1.59855 -7.31855 1.83796
H -2.13414 -5.59057 1.91953
H 0.45228 -6.77635 0.82924
H 0.39641 -5.76612 2.25309
H 1.96100 -4.83214 -0.26055
H 1.92842 -4.10963 1.30890
H 1.28136 -3.21951 -0.06619
C -3.08052 -2.54753 0.44164
O -3.40335 -1.52603 -0.45786
C -4.78846 -1.39692 -0.72928
C -5.33416 -2.51242 -1.63298
N -6.80461 -2.44825 -1.85907
C -7.30304 -1.38139 -2.71194
C -8.81979 -1.26208 -2.65124
O -9.19591 -0.96659 -1.29139
C -10.54959 -1.05143 -1.10309
H -3.50337 -2.41947 1.43808
H -1.99260 -2.51711 0.50162
H -3.34038 -3.56212 0.13972
H -4.91829 -0.42475 -1.20481
H -5.28576 -1.36506 0.24014
H -5.13856 -3.48496 -1.18131
H -4.82395 -2.64545 -2.58695
H -7.20865 -2.19115 -0.96983
H -6.90814 -1.44072 -3.72615
H -6.97704 -0.38364 -2.41815
H -9.32633 -2.13851 -3.05544
H -9.24227 -0.47333 -3.27372
H -11.07307 -1.94937 -1.43139
H -11.10496 -0.31994 -1.69012
H -10.86022 -0.90917 -0.06802
C 1.47856 8.23829 -0.89314
O 0.93495 7.17286 -0.22754
C -0.23670 7.57036 0.53759
C -0.57933 6.45865 1.60303
N -0.95924 5.17354 0.99677
C -1.39640 4.20375 1.99280
C -0.33208 3.94226 3.07716
O 0.95558 3.60985 2.48857
C 1.99041 3.18849 3.39674
H 0.74249 8.81747 -1.45067
H 2.17784 7.92064 -1.66657
H 2.04322 8.93303 -0.27136
H -1.16329 7.77393 0.00083
H -0.03624 8.49723 1.07502
H -1.42981 6.67681 2.24892
H 0.25979 6.25948 2.26960
H -0.13458 4.84239 0.51681
H -1.48220 3.17533 1.64195
H -2.40857 4.34740 2.37090
H -0.76761 3.10571 3.62359
H -0.18866 4.75644 3.78753
H 1.75372 2.37633 4.08410
H 2.25882 4.01392 4.05608
H 2.91298 2.96907 2.85932
C 4.74745 -4.23928 2.07595
O 4.57816 -2.94759 2.55906
C 4.38111 -2.86695 3.98083
C 4.22914 -1.38758 4.42207
N 5.31181 -0.54608 3.89133
C 4.91483 0.83363 3.92299
C 6.11978 1.75252 3.75176
O 6.89185 1.73469 4.95500
C 7.97717 2.69038 4.89797
H 4.95067 -4.24161 1.00506
H 3.86455 -4.84897 2.26791
H 5.61482 -4.65867 2.58576
H 5.24290 -3.37466 4.41401
H 3.51238 -3.46181 4.26286
H 4.22520 -1.28626 5.50734
H 3.23343 -1.10587 4.07959
H 5.35438 -0.90150 2.94688
H 4.38260 1.06289 4.84616
H 4.17588 1.03219 3.14668
H 5.77435 2.74059 3.44761
H 6.83348 1.39467 3.00968
H 7.71611 3.72116 4.65831
H 8.69768 2.39114 4.13677
H 8.53362 2.62394 5.83286
C -0.35591 0.10135 3.76234
O 0.13669 -1.21911 4.09399
C -0.85728 -2.13519 4.35290
C -0.32847 -3.58021 4.51152
N 0.36280 -3.73124 5.80875
C 1.06375 -5.01624 5.91478
C 2.09630 -4.87108 7.07664
O 2.94222 -3.70324 6.89998
C 3.84728 -3.62812 8.04413
H -0.92217 0.47981 4.61336
H -1.09454 0.04663 2.96264
H 0.41509 0.80994 3.45973
H -1.60680 -2.15768 3.56181
H -1.33768 -1.78133 5.26508
H 0.34388 -3.67761 3.65913
H -1.13371 -4.29325 4.33477
H 1.01165 -2.97695 5.98230
H 1.61036 -5.23911 4.99846
H 0.33387 -5.81205 6.06329
H 2.76840 -5.72705 7.13745
H 1.56284 -4.74194 8.01836
H 4.58840 -2.85810 7.82985
H 4.44125 -4.51900 8.24816
H 3.29211 -3.40056 8.95413
C 6.63939 2.38213 -4.28637
O 5.43623 3.05133 -3.92027
C 5.55036 3.84982 -2.72314
C 4.22967 4.60891 -2.40845
N 3.30115 3.74063 -1.64593
C 2.01051 4.41347 -1.32490
C 1.07462 4.41682 -2.54856
O 0.96575 3.01154 -2.89459
C 0.17315 2.64705 -4.04850
H 6.45221 1.51798 -4.92380
H 7.21680 2.03726 -3.42860
H 7.31898 3.07312 -4.78515
H 6.37821 4.55863 -2.74199
H 5.82328 3.34132 -1.79847
H 3.70008 4.95932 -3.29437
H 4.53383 5.51347 -1.88180
H 3.08919 3.00027 -2.29941
H 2.22227 5.46622 -1.13789
H 1.51128 3.96680 -0.46505
H 1.46663 5.01914 -3.36809
H 0.11788 4.91632 -2.39610
H 0.53906 3.13783 -4.95035
H -0.83796 3.01174 -3.86753
H 0.15090 1.55841 -4.09815
*
```

Here are the Löwdin charges for atoms 1 to 8, given in e: -0.0989, -0.2005, -0.1732, -0.4362, -0.0419, 0.0210, 0.0795, 0.0771

#x
Here is a cluster of 10 separate species, C54H138N10O17 in total from the Open Molecules 2025 dataset. Energies are from wB97M-V/def2-TZVPD.

Values from the calculation:
- SMILES = COC[C@H](C)N.COC[C@H](C)N.COC[C@H](C)N.COCCNCCOC.COCCNCCOC.COCCNCCOC.COCCNCCOC.COCCNCCOC.COCCNCCOC.COCCNCCOC
- LUMO level (eV) = 0.36
- HOMO-LUMO gap (eV) = 8.59

```
! wB97M-V def2-TZVPD RIJCOSX def2/J DEFGRID3
* xyz 0 1
C 11.01009 11.17630 5.41936
O 9.63438 11.46141 5.82690
C 9.11106 12.75791 5.51245
C 7.82984 12.89949 6.39481
C 6.70899 11.92984 6.15405
N 7.27808 14.16060 6.05985
H 11.50798 10.39567 5.99453
H 11.72632 11.96470 5.65076
H 11.10979 10.97645 4.35249
H 9.79952 13.59414 5.63428
H 8.81494 12.99019 4.48948
H 8.20365 12.83136 7.41644
H 7.11386 10.92304 6.25672
H 6.40977 12.12366 5.12400
H 5.85311 12.18380 6.77940
H 6.38839 14.40057 6.47334
H 7.33371 14.30106 5.06122
C 18.39740 12.78814 -0.16758
O 17.79199 13.74105 -0.97575
C 18.00372 13.61740 -2.38405
C 16.89141 14.34763 -3.20969
C 17.08829 15.81780 -3.19343
N 15.58343 14.06107 -2.69342
H 19.36088 12.40360 -0.50215
H 17.77033 11.89772 -0.12257
H 18.69693 13.02359 0.85367
H 19.01957 13.99059 -2.51395
H 18.10177 12.63017 -2.83555
H 17.01339 13.94456 -4.21506
H 17.65754 16.19256 -2.34278
H 16.21024 16.45285 -3.31110
H 17.71396 15.99712 -4.06777
H 15.58175 14.23912 -1.69923
H 15.45140 13.06130 -2.74933
C -1.52879 11.36374 -10.14368
O -2.41281 12.35240 -10.61606
C -3.65598 11.78237 -11.05478
C -3.63449 10.85450 -12.28887
C -3.14142 11.57395 -13.53728
N -4.92406 10.38504 -12.74063
H -1.96984 10.97137 -9.22737
H -0.60130 11.77915 -9.74962
H -1.23188 10.62218 -10.88531
H -4.13342 11.27792 -10.21473
H -4.24515 12.63696 -11.38743
H -3.01977 10.02166 -11.94742
H -3.70308 12.50811 -13.53746
H -3.18756 10.92426 -14.41128
H -2.11262 11.92258 -13.44704
H -4.64506 9.57751 -13.27929
H -5.55448 10.00044 -12.05159
C -9.01219 6.57907 -8.40447
O -9.65949 7.43378 -7.50815
C -10.74771 6.87728 -6.82772
C -11.65708 7.96661 -6.22638
N -12.04435 8.90928 -7.25704
C -12.97588 10.06733 -6.93035
C -12.47779 11.14634 -5.81453
O -11.14888 11.50947 -5.93742
C -10.81719 12.78542 -5.26977
H -8.05289 6.98867 -8.72087
H -9.41950 6.45179 -9.40746
H -8.69989 5.63486 -7.95833
H -10.29992 6.18141 -6.11825
H -11.28397 6.24636 -7.53656
H -11.19546 8.52299 -5.41063
H -12.51026 7.45175 -5.78467
H -11.20261 9.37273 -7.56815
H -14.01473 9.83862 -6.69242
H -13.09103 10.65689 -7.83989
H -12.73680 10.63529 -4.88725
H -13.09610 12.03174 -5.96241
H -9.74118 12.95147 -5.32200
H -10.98472 12.55919 -4.21674
H -11.48551 13.61573 -5.49788
C 12.45914 17.86633 -16.60773
O 11.09066 17.63606 -16.22560
C 10.58945 16.37992 -16.50474
C 9.53988 16.13467 -15.41727
N 10.21464 15.92787 -14.16924
C 9.28096 16.10644 -12.98351
C 10.14572 16.16804 -11.63297
O 9.28074 16.35397 -10.52305
C 9.98333 16.64158 -9.20955
H 12.73106 18.89002 -16.35040
H 12.45807 17.81915 -17.69670
H 13.27036 17.19076 -16.33636
H 11.36154 15.62128 -16.63303
H 10.14694 16.41684 -17.50019
H 8.83854 15.33959 -15.67040
H 8.99668 17.06479 -15.25021
H 10.75133 16.77134 -14.02569
H 8.53309 15.31358 -12.99614
H 8.81522 17.05660 -13.24502
H 10.85536 16.99427 -11.67593
H 10.60417 15.20949 -11.38986
H 10.89419 16.07477 -9.01679
H 9.26149 16.30885 -8.46366
H 10.21852 17.69781 -9.07851
C 6.07587 20.63200 -8.79813
O 6.33164 21.80522 -9.57610
C 7.71730 22.24532 -9.52848
C 7.94574 23.29063 -10.64155
N 7.87570 22.79574 -12.06207
C 8.88340 21.90411 -12.50732
C 10.22671 22.66594 -12.71022
O 10.90122 22.83172 -11.51854
C 12.30543 22.85700 -11.70615
H 4.99658 20.50294 -8.71712
H 6.63107 20.66284 -7.86063
H 6.35958 19.71903 -9.32168
H 8.40492 21.41968 -9.71183
H 7.93567 22.74143 -8.58282
H 8.89819 23.80807 -10.52669
H 7.19637 24.07863 -10.56670
H 6.94085 22.47577 -12.27125
H 8.50534 21.41582 -13.40551
H 9.03250 21.11256 -11.77293
H 10.01503 23.65362 -13.11985
H 10.71804 22.18232 -13.55450
H 12.91630 23.30418 -10.92195
H 12.60476 23.41120 -12.59575
H 12.70045 21.85229 -11.85653
C -1.87766 16.03991 2.37176
O -2.34253 15.03993 3.22564
C -2.59673 13.79527 2.47540
C -3.49199 12.81924 3.26940
N -4.87647 13.15773 3.27051
C -5.64538 12.37959 4.27619
C -6.05128 10.98174 3.94273
O -7.17312 10.81836 3.07643
C -6.98603 10.65922 1.65728
H -2.65194 16.29086 1.64676
H -1.00775 15.64502 1.84696
H -1.61792 16.94438 2.92182
H -1.61686 13.32308 2.40480
H -2.89950 13.92433 1.43627
H -3.10671 12.56408 4.25660
H -3.61780 11.84324 2.80068
H -4.85796 14.11627 3.58824
H -6.63173 12.81871 4.42579
H -5.18735 12.37790 5.26528
H -6.58173 10.63118 4.82808
H -5.23481 10.26640 3.84390
H -7.95284 10.46101 1.19459
H -6.13192 10.00291 1.49036
H -6.74545 11.58461 1.13394
C 6.53598 15.27027 -0.80638
O 5.30067 14.95968 -0.20844
C 4.43054 14.07827 -0.87872
C 3.72265 14.59344 -2.15660
N 2.26695 14.70843 -2.07652
C 1.67742 15.13979 -3.37949
C 0.17153 15.02445 -3.47526
O -0.28896 13.66751 -3.42559
C -1.68741 13.62776 -3.07907
H 6.98234 16.14268 -0.32914
H 6.44861 15.40589 -1.88438
H 7.31790 14.52620 -0.65448
H 3.71108 13.85450 -0.09106
H 4.88698 13.14049 -1.19550
H 3.99028 13.89765 -2.95180
H 4.10362 15.60567 -2.29203
H 1.92217 13.76426 -1.97762
H 2.16731 14.55277 -4.15635
H 2.00344 16.17972 -3.39894
H -0.10629 15.29636 -4.49358
H -0.31586 15.69377 -2.76633
H -1.85275 12.55363 -3.16279
H -2.21865 14.23554 -3.81152
H -2.03104 14.03330 -2.12746
C 5.97015 6.07778 2.38055
O 6.42871 4.75324 2.66382
C 6.73139 4.53635 4.08021
C 5.93026 3.29819 4.57443
N 6.23837 2.16840 3.65681
C 7.59885 1.80381 3.60808
C 8.12461 1.34466 4.99998
O 8.78524 2.43008 5.63498
C 9.51076 1.96905 6.79439
H 5.72658 6.28578 1.33867
H 6.79953 6.74911 2.60315
H 5.22220 6.38180 3.11283
H 6.35927 5.33065 4.72730
H 7.80662 4.42646 4.22126
H 4.86136 3.44196 4.41673
H 6.04591 2.95805 5.60352
H 5.91986 2.32695 2.71156
H 8.20245 2.63066 3.23379
H 7.59140 0.89497 3.00637
H 8.81896 0.53973 4.75900
H 7.32540 0.95657 5.63143
H 10.48204 1.56680 6.50646
H 8.96033 1.36844 7.51854
H 9.79847 2.83771 7.38662
C 0.70112 6.58931 -3.01215
O 0.27598 6.99133 -1.72845
C -1.15878 6.93074 -1.47123
C -1.48408 5.42587 -1.11703
N -0.79231 4.90874 0.02680
C -1.03034 3.48098 0.46474
C -2.35346 3.40450 1.33798
O -2.28221 2.44107 2.35724
C -3.47116 2.23365 3.04728
H 0.61804 7.31774 -3.81874
H 0.11425 5.71626 -3.29758
H 1.67972 6.11522 -2.93671
H -1.69906 7.12323 -2.39813
H -1.28516 7.62294 -0.63877
H -1.22486 4.76304 -1.94260
H -2.53121 5.18546 -0.93313
H 0.18034 5.14811 -0.10261
H -0.25818 3.29545 1.21137
H -0.82959 2.76232 -0.32982
H -3.22251 3.28313 0.69135
H -2.52870 4.32185 1.89999
H -3.34606 1.50073 3.84433
H -4.42532 1.93609 2.61238
H -3.62066 3.24580 3.42318
*
```

Here are the Löwdin charges for atoms 1 to 8, given in e: -0.0841, -0.1802, -0.1900, -0.4670, -0.0700, 0.0071, 0.0789, 0.0743

Most favorable structure: #w. The second most favorable one is 714.2 kJ/mol above it.

#w
Here is a structure of composition C2H4BrI from the Open Molecules 2025 dataset. Energies are from wB97M-V/def2-TZVPD.

Values from the calculation:
- LUMO level (eV) = -0.10
- HOMO-LUMO gap (eV) = 9.35

```
! wB97M-V def2-TZVPD RIJCOSX def2/J DEFGRID3
* xyz 0 1
C 0.64136 -0.41551 -0.73240
C -0.43578 0.39448 0.64222
Br -1.23620 -1.11718 1.61655
I -1.70431 1.82899 -0.32873
H 0.42521 -1.48869 -0.77037
H 0.32677 0.18616 -1.54520
H 1.58974 -0.16113 -0.21689
H 0.39321 0.77287 1.33483
*
```

Table of Löwdin atomic charges, one value per atom, all in e: -0.1022, -1.1854, 0.5033, 0.7194, 0.0303, -0.0258, 0.0467, 0.0136

#x
Here is an isolated molecule of C2H4BrI from the Open Molecules 2025 dataset. Energies are from wB97M-V/def2-TZVPD.

Values from the calculation:
- SMILES = BrCCI
- LUMO level (eV) = 0.29
- HOMO-LUMO gap (eV) = 10.01

```
! wB97M-V def2-TZVPD RIJCOSX def2/J DEFGRID3
* xyz 0 1
Br 2.36064 -0.07943 -0.11004
C 0.56798 0.68058 0.05250
C -0.49893 -0.63642 -0.06378
I -2.59082 -0.04795 -0.01627
H 0.31355 0.97702 1.11767
H 0.43557 1.49600 -0.81042
H -0.41617 -1.27173 0.76854
H -0.17181 -1.11807 -0.93820
*
```

Table of Löwdin atomic charges, one value per atom, all in e: 0.5748, -0.6742, -0.7092, 0.6794, 0.0530, 0.0938, -0.0099, -0.0077

Most favorable structure: #x. The second most favorable one is 88.8 kJ/mol above it.